No. 1
An isolated molecule of C3H4FNOS2 in a non-equilibrium geometry, computed with the ωB97M-V functional and the def2-TZVPD basis.

Last column: Löwdin charge in e.
Cartesian coordinates (Å):
S 3.092714 -0.277180 -0.341957  0.74
S 0.405428 -1.481210 -0.515459  0.91
F -0.391432 1.341971 -0.439641  -0.07
O -2.006941 0.167805 -1.052106  -0.09
N -2.040979 -0.513174 0.120272  -0.08
C 0.735372 1.096958 0.282366  -0.29
C 1.531323 -0.086193 -0.357062  -1.11
C -1.013116 -1.107746 0.532264  -0.48
H 1.359565 1.994395 0.231927  0.10
H -1.305855 -1.675768 1.450816  0.10
H -1.096904 -0.307606 -1.386902  0.08
H 0.730821 0.847749 1.475478  0.18

Forces on the atoms, in the same order (eV/Å):
1.2 0.2 -0.6
0.2 -0.3 -0.2
1.4 1.1 1.6
1.5 -4.2 -0.7
-1.9 1.8 -0.3
3.0 0.0 1.2
-2.7 0.2 2.3
-0.4 -1.4 0.8
0.0 -0.1 -0.1
1.3 0.3 -0.7
-2.5 2.0 -0.5
-1.1 0.4 -2.8

Values from the calculation:
SMILES = O/N=C\SC(=S)CF
energy above the lowest of the compared OMol25 structures with the same formula, charge and spin = 4.4174 eV
orbital gap = 8.357 eV
HOMO = -9.393 eV

***

No. 2
An isolated molecule of C5H8N2O in a non-equilibrium geometry, computed with the ωB97M-V functional and the def2-TZVPD basis.

Last column: Löwdin charge in e.
Cartesian coordinates (Å):
O -1.550794 -0.221707 2.521989  0.05
N -0.019782 1.428242 -1.704698  0.13
N 0.146739 -1.050061 0.588440  -0.03
C 0.608893 -1.328592 -0.680488  -0.19
C -0.313798 0.741358 -0.505179  -0.31
C 0.646119 0.206414 -1.328549  -0.22
C -0.903134 0.659270 1.928492  -0.23
C -0.090061 0.345461 0.896009  -0.36
H -0.968311 1.723574 2.161660  0.14
H 1.717887 0.588421 -1.036213  0.16
H 1.556323 -1.761659 -0.837783  0.07
H 0.768283 0.854268 1.196500  0.15
H -1.381686 0.193856 -0.631706  0.21
H -0.558287 1.429138 -2.486192  0.06
H 0.345921 -1.826893 1.431999  0.24
H -0.004311 -1.981090 -1.514282  0.14

Forces on the atoms, in the same order (eV/Å):
1.1 2.1 -0.4
3.1 1.3 1.4
0.0 -3.6 4.9
-1.8 -0.2 -6.6
-7.9 0.1 0.1
6.3 -2.4 1.0
-5.6 -1.7 4.1
4.0 -0.8 -2.9
-0.2 0.3 0.4
-1.8 -0.9 -0.3
1.5 -0.2 0.5
2.6 0.9 0.7
2.1 0.8 -0.3
-3.1 -0.1 -2.0
-0.8 3.3 -3.2
0.3 1.1 2.5

Values from the calculation:
SMILES = O=C[C@H]1NC[C@H]2N[C@H]12
energy above the lowest of the compared OMol25 structures with the same formula, charge and spin = 8.0109 eV
orbital gap = 9.707 eV
HOMO = -8.786 eV

***

No. 3
An isolated molecule of C6H13NO in a non-equilibrium geometry, computed with the ωB97M-V functional and the def2-TZVPD basis.

Last column: Löwdin charge in e.
Cartesian coordinates (Å):
O 0.705013 0.799765 -1.643941  -0.22
N 0.561118 0.969613 -0.267024  0.05
C -0.453875 -1.696611 -0.519517  -0.08
C -0.295239 -0.720150 0.548583  -0.27
C 1.092571 -0.161044 0.510821  -0.34
C -0.334428 1.482037 -2.436712  -0.08
C 1.695728 0.578353 1.741855  -0.01
C -1.439008 -0.476353 1.444249  -0.06
H -0.338276 -1.252611 -1.417256  0.01
H 1.628179 -0.773757 -0.125589  0.11
H 1.257254 1.458702 2.010335  0.05
H -1.327578 0.182739 2.389340  0.11
H 1.690834 -0.144848 2.510187  0.07
H -0.726813 2.485272 -1.951935  0.12
H 0.244632 -2.660672 -0.419401  0.14
H -1.579187 -2.058162 -0.630731  0.13
H 2.655712 0.779969 1.531985  0.03
H 0.168770 1.834919 -3.272096  0.03
H -1.782142 -1.380657 2.020248  0.10
H -1.175960 0.958923 -2.940626  0.08
H -2.247305 -0.205428 0.917226  0.03

Forces on the atoms, in the same order (eV/Å):
-1.4 -0.3 -0.7
-2.4 -1.0 -0.1
-2.7 -4.4 1.8
2.0 1.9 -0.3
-1.9 3.2 1.8
-0.6 1.9 1.8
-1.4 -4.3 -1.4
2.1 -0.6 4.9
1.2 1.4 -3.3
2.1 -1.2 -0.6
-1.8 2.1 0.5
0.4 -0.3 -2.0
0.0 -0.6 1.5
0.7 -2.3 -0.3
-1.4 2.1 -0.2
2.2 0.4 0.6
3.6 0.8 -0.8
1.5 0.7 -1.6
0.6 0.0 -1.0
0.3 -0.7 1.4
-3.1 1.3 -1.9

Values from the calculation:
energy above the lowest of the compared OMol25 structures with the same formula, charge and spin = 6.7995 eV
orbital gap (alpha / beta) = 8.427 / 8.468 eV
HOMO (alpha / beta) = -7.428 / -7.472 eV

***

| no. | E_tot (eV) |
| --- | --- |
| 1 | -31096.7253 |
| 2 | -10334.7152 |
| 3 | -9964.3749 |